{
  "formula": "C5H5FN2",
  "method": "the ωB97M-V functional and the def2-TZVPD basis",
  "symbols": ["C", "C", "C", "C", "C", "H", "H", "H", "H", "H", "N", "N", "F"],
  "xyz": [[0.777, -0.706, -0.308], [-0.092, 0.323, -0.100], [0.788, 1.580, 0.194], [-1.519, 0.438, -0.164], [-2.325, -0.382, 0.504], [2.906, -1.524, -0.069], [2.414, 0.458, -0.104], [0.326, -1.659, -0.534], [-1.886, -1.358, 0.932], [-3.421, -0.282, 0.443], [2.175, -0.508, -0.398], [1.996, 2.123, 0.262], [-2.140, 1.497, -0.657]],
  "gap_ev": 9.0896,
  "largest_force_ev_per_a": 12.013,
  "e_above_lowest_kcal_mol": 96.82,
  "energy_ha": -402.733204
}